ORCA calculation (ωB97M-V/def2-TZVPD) on a molecular structure, C16H31BeNP2S in a non-equilibrium geometry.

The geometry in XYZ format:
```
52
Properties=species:S:1:pos:R:3:nbo_charge:R:1
P 1.06 -1.96 -5.54 0.866
P -1.38 -3.70 -4.40 0.851
C 0.54 -3.48 -6.49 -0.711
C -0.91 -3.90 -6.21 -0.707
H 1.25 -4.28 -6.24 0.222
H 0.66 -3.23 -7.56 0.209
H -1.63 -3.30 -6.78 0.220
H -1.07 -4.96 -6.44 0.212
C -0.60 -5.27 -3.82 -0.944
H -0.92 -5.46 -2.79 0.234
H 0.50 -5.20 -3.85 0.235
H -0.94 -6.07 -4.48 0.209
C -3.11 -4.26 -4.49 -0.956
H -3.14 -5.26 -4.95 0.214
H -3.70 -3.56 -5.10 0.234
H -3.52 -4.30 -3.48 0.237
C 2.77 -1.80 -6.14 -0.952
H 3.20 -0.89 -5.72 0.236
H 2.77 -1.75 -7.24 0.209
H 3.36 -2.67 -5.82 0.234
C 0.22 -0.76 -6.65 -0.951
H -0.87 -0.84 -6.58 0.233
H 0.54 -0.97 -7.68 0.212
H 0.54 0.26 -6.37 0.233
Be -0.44 -0.22 -1.31 1.449
C -1.66 -1.58 -1.27 -0.645
C -0.53 -2.29 -0.89 -0.445
C 0.51 -2.88 -1.77 -0.463
C 1.81 -2.07 -2.13 -0.451
C 1.68 -0.63 -2.42 -0.268
C 0.52 0.04 -2.80 -0.851
C -0.68 -0.66 -3.45 -0.567
C -1.96 -1.05 -2.65 -0.475
C 1.14 2.11 0.46 -0.714
H -2.53 -1.61 -0.60 0.228
H -0.48 -2.63 0.15 0.225
H 0.05 -3.19 -2.74 0.217
H 0.85 -3.83 -1.32 0.212
H 2.50 -2.21 -1.28 0.203
H 2.32 -2.56 -2.98 0.197
H 2.62 -0.05 -2.33 0.194
H 0.64 1.07 -3.15 0.225
H -0.31 -1.65 -3.82 0.288
H -0.99 -0.09 -4.34 0.219
H -2.66 -0.19 -2.63 0.205
H -2.50 -1.83 -3.23 0.204
H 0.96 3.06 0.97 0.230
H 1.56 2.28 -0.53 0.252
H 1.79 1.46 1.05 0.255
S -0.53 1.31 0.30 0.266
C -0.38 0.18 1.56 0.010
N -0.26 -0.61 2.42 -0.279
```

Results
LUMO energy (alpha / beta) (eV): 0.146 / 0.158
Frontier orbital gap (alpha / beta) (eV): 4.9 / 5.1
Multiplicity: 1

ORCA calculation (ωB97M-V/def2-TZVPD) on 2 unconnected molecules or ions with the total composition C16H31Br2N4O2 in a non-equilibrium geometry.

The geometry in XYZ format:
```
55
Properties=species:S:1:pos:R:3:nbo_charge:R:1
N 2.84 0.42 3.87 -0.823
C 3.01 0.34 2.38 -0.238
C 3.58 1.71 1.85 -0.420
C 4.12 1.71 0.37 -0.417
C 3.06 1.68 -0.80 -0.416
C 1.53 1.73 -0.43 -0.453
C 0.76 0.36 -0.65 0.178
C 1.24 -0.99 -0.66 0.124
C 2.68 -1.51 -0.43 -0.556
C 2.61 -2.69 0.63 0.781
O 3.53 -3.47 0.74 -0.521
O 1.49 -2.89 1.45 -0.744
N 0.14 -1.86 -0.94 -0.492
C -0.93 -1.02 -1.05 0.256
N -0.66 0.31 -0.87 -0.323
C -1.57 1.49 -0.89 -0.229
C -2.93 1.15 -0.14 -0.432
C -2.98 1.64 1.35 -0.416
C -2.36 0.63 2.41 -0.233
N -2.41 -0.80 2.00 -0.849
H 1.83 0.46 4.09 0.355
H 3.16 -0.49 4.21 0.359
H 2.03 0.14 1.86 0.168
H 3.78 -0.46 2.20 0.185
H 2.82 2.53 2.00 0.199
H 4.45 2.01 2.51 0.239
H 4.81 2.58 0.20 0.238
H 4.78 0.79 0.26 0.200
H 3.27 2.58 -1.46 0.236
H 3.24 0.79 -1.48 0.212
H 1.04 2.43 -1.18 0.238
H 1.27 2.14 0.57 0.242
H 3.12 -1.99 -1.37 0.273
H 3.39 -0.77 0.00 0.291
H 1.77 -2.96 2.39 0.517
H 0.10 -2.87 -1.06 0.467
H -2.01 -1.27 -1.28 0.255
H -1.71 1.94 -1.90 0.244
H -1.05 2.28 -0.27 0.230
H -3.73 1.73 -0.70 0.240
H -3.23 0.08 -0.22 0.235
H -2.44 2.62 1.49 0.209
H -4.06 1.82 1.64 0.231
H -3.00 0.72 3.34 0.210
H -1.32 0.94 2.73 0.168
H -1.46 -1.02 1.66 0.342
H -2.51 -1.41 2.82 0.376
Br -5.01 0.35 -4.90 0.006
C -4.06 -1.34 -4.78 -0.457
C -4.66 -2.23 -3.71 -0.430
Br -4.12 -1.64 -1.93 -0.006
H -3.01 -1.11 -4.61 0.224
H -4.18 -1.80 -5.76 0.244
H -4.27 -3.25 -3.81 0.235
H -5.74 -2.25 -3.73 0.247
```

Results
LUMO energy (eV): -2.627
Frontier orbital gap (eV): 9.5
Multiplicity: 1
Net charge: +1

ORCA calculation (ωB97M-V/def2-TZVPD) on a molecular structure, C16H31BrClN3O5P2 in a non-equilibrium geometry.

The geometry in XYZ format:
```
59
Properties=species:S:1:pos:R:3:nbo_charge:R:1
C -5.24 -0.23 0.18 -0.611
C -5.26 -0.21 -1.37 -0.406
C -3.87 -0.43 -2.01 -0.391
C -3.27 0.88 -2.51 -0.393
C -2.81 1.79 -1.33 -0.397
C -1.28 1.99 -1.29 -0.399
C -0.79 2.25 0.16 -0.399
C 0.58 1.58 0.44 -0.494
C 0.53 0.25 1.18 0.003
Br -1.06 -0.79 0.72 0.088
C 0.50 0.33 2.78 -0.494
Cl -1.16 -0.08 3.35 0.035
P 0.66 2.01 3.60 1.324
N -0.64 2.86 3.37 -1.294
C 1.29 -0.89 3.25 0.668
O 1.40 -1.31 4.39 -0.553
N 1.84 -1.50 2.10 -0.642
C 1.86 -0.56 0.97 -0.220
C 1.83 -1.09 -0.48 -0.602
C 1.99 -2.60 -0.67 0.719
O 1.59 -3.43 0.10 -0.490
N 2.66 -3.02 -1.89 -0.492
C 4.10 -2.83 -1.77 -0.433
C 2.15 -2.27 -3.04 -0.424
P 3.44 0.36 1.18 2.348
O 3.69 1.39 0.18 -1.074
O 4.58 -0.78 1.20 -0.975
O 3.49 1.00 2.65 -0.989
H -5.32 0.77 0.59 0.208
H -6.07 -0.81 0.57 0.209
H -4.33 -0.68 0.56 0.198
H -5.69 0.73 -1.70 0.199
H -5.89 -1.03 -1.68 0.205
H -3.93 -1.13 -2.84 0.203
H -3.23 -0.89 -1.26 0.192
H -4.07 1.42 -3.01 0.197
H -2.44 0.73 -3.19 0.197
H -3.30 2.75 -1.39 0.204
H -3.07 1.27 -0.41 0.203
H -1.01 2.87 -1.87 0.206
H -0.77 1.12 -1.69 0.184
H -0.61 3.32 0.23 0.209
H -1.54 2.01 0.90 0.235
H 1.18 2.29 0.99 0.231
H 1.07 1.47 -0.53 0.235
H 1.79 2.68 3.10 -0.025
H 0.79 1.74 4.97 -0.021
H -0.39 3.72 2.88 0.369
H 2.74 -1.83 2.45 0.392
H 2.66 -0.62 -1.02 0.249
H 0.94 -0.78 -1.02 0.283
H 4.55 -3.16 -2.70 0.220
H 4.53 -3.48 -1.00 0.210
H 4.41 -1.79 -1.63 0.171
H 2.25 -2.84 -3.96 0.220
H 2.65 -1.30 -3.12 0.174
H 1.09 -2.04 -2.91 0.205
H 4.21 -1.64 0.98 0.506
H 3.93 0.44 3.30 0.522
```

Results
LUMO energy (eV): -0.025
Frontier orbital gap (eV): 8.9
Multiplicity: 1

ORCA calculation (ωB97M-V/def2-TZVPD) on 4 unconnected molecules or ions with the total composition C16H31BrNO9 in a non-equilibrium geometry.

The geometry in XYZ format:
```
58
Properties=species:S:1:pos:R:3:nbo_charge:R:1
Br -0.50 -0.40 4.26 0.300
C -1.88 0.78 3.96 0.322
N -3.11 0.41 3.81 -0.477
C -4.02 1.59 3.66 -0.229
C -3.17 2.67 4.31 -0.398
C -1.77 2.27 3.82 -0.503
H -3.41 -0.55 3.80 0.451
H -4.20 1.75 2.59 0.243
H -4.96 1.39 4.17 0.244
H -3.44 3.71 4.10 0.266
H -3.23 2.50 5.39 0.222
H -1.72 2.41 2.73 0.281
H -0.90 2.73 4.28 0.273
C -1.56 4.55 -2.30 -0.643
C -2.85 3.79 -2.52 -0.069
O -2.70 2.40 -2.15 -0.487
C -2.73 2.10 -0.87 0.995
O -2.89 2.83 0.08 -0.675
O -2.43 0.79 -0.78 -0.489
C -2.14 0.37 0.54 -0.252
H -0.74 4.07 -2.83 0.222
H -1.67 5.57 -2.68 0.232
H -1.32 4.61 -1.24 0.219
H -3.12 3.75 -3.57 0.204
H -3.68 4.22 -1.96 0.198
H -2.96 0.63 1.21 0.160
H -1.21 0.83 0.87 0.185
H -2.02 -0.71 0.50 0.207
C 3.56 -1.65 -2.14 -0.679
C 3.46 -0.15 -2.29 -0.067
O 2.50 0.22 -3.30 -0.484
C 1.23 0.17 -2.94 0.999
O 0.81 -0.11 -1.84 -0.702
O 0.47 0.52 -3.99 -0.489
C -0.93 0.39 -3.75 -0.261
H 3.79 -2.11 -3.10 0.207
H 4.35 -1.90 -1.44 0.218
H 2.63 -2.07 -1.76 0.267
H 4.39 0.28 -2.64 0.192
H 3.18 0.33 -1.35 0.179
H -1.19 0.88 -2.82 0.207
H -1.19 -0.66 -3.70 0.182
H -1.44 0.86 -4.59 0.197
C 4.43 -5.53 1.15 -0.640
C 4.76 -4.09 0.82 -0.070
O 3.80 -3.54 -0.12 -0.495
C 2.65 -3.14 0.39 0.998
O 2.34 -3.16 1.56 -0.658
O 1.87 -2.69 -0.60 -0.503
C 0.58 -2.27 -0.18 -0.260
H 4.36 -6.13 0.25 0.219
H 5.22 -5.95 1.78 0.225
H 3.48 -5.60 1.70 0.223
H 5.71 -4.01 0.30 0.198
H 4.78 -3.47 1.70 0.196
H 0.64 -1.56 0.64 0.181
H -0.02 -3.14 0.12 0.180
H 0.13 -1.80 -1.05 0.235
```

Results
LUMO energy (eV): -4.335
Frontier orbital gap (eV): 7.7
Multiplicity: 1
Net charge: +1

Computed E_tot, in the same sequence as the records: -48393.568; -167227.813; -132944.965; -107047.905 eV.